## a
The following is a DFT calculation (ωB97M-V/def2-TZVPD) of a 2-piece molecular cluster, C4H11NOS overall.

CARTESIAN COORDINATES (ANGSTROEM)
1 C -1.158 0.048 0.480
2 C -0.884 -0.758 -0.541
3 C -1.096 1.560 0.534
4 C -1.133 -2.226 -0.376
5 N 2.761 0.562 -1.168
6 O 4.105 -0.075 0.917
7 S 2.570 -0.251 0.288
8 H -1.325 -0.525 1.386
9 H -0.687 -0.254 -1.507
10 H -0.614 1.818 -0.422
11 H -2.140 1.967 0.597
12 H -0.605 1.988 1.454
13 H -1.044 -2.225 0.697
14 H -2.056 -2.748 -0.699
15 H -0.338 -2.857 -0.869
16 H 2.290 1.489 -1.301
17 H 2.688 -0.037 -2.066
18 H 4.156 0.972 0.902

Output
HOMO level (alpha / beta) = -4.87 / -8.62 eV
HOMO-LUMO gap (alpha / beta) = 0.2026 / 0.2499 Ha
Total charge = 0
Lowest unoccupied orbital energy (alpha / beta) = 0.65 / -1.82 eV
Multiplicity = 3



## b
The following is a DFT calculation (ωB97M-V/def2-TZVPD) of C4H11NOS in the gas phase.

CARTESIAN COORDINATES (ANGSTROEM)
1 C 0.091 -0.139 1.650
2 C -1.681 0.562 -0.056
3 C -0.052 -1.371 -0.384
4 C -0.296 -0.047 0.195
5 N 0.548 1.011 -1.963
6 O 2.528 0.226 0.114
7 S 0.810 1.348 -0.474
8 H -0.863 -0.125 2.183
9 H 0.673 -0.940 1.965
10 H 0.687 0.661 2.021
11 H -2.379 0.397 0.780
12 H -2.311 0.242 -0.825
13 H -1.497 1.683 -0.039
14 H -0.547 -2.124 0.195
15 H -0.372 -1.313 -1.446
16 H 1.011 -1.621 -0.456
17 H 0.900 1.633 -2.676
18 H 2.751 -0.082 -0.784

Output
HOMO level (alpha / beta) = -6.77 / -9.52 eV
HOMO-LUMO gap (alpha / beta) = 0.2747 / 0.2654 Ha
Total charge = 0
Lowest unoccupied orbital energy (alpha / beta) = 0.70 / -2.30 eV
Multiplicity = 3



b wins, 24.4 kcal/mol ahead of the next structure.



## a
The following is a DFT calculation (ωB97M-V/def2-TZVPD) of an isolated ion of composition C3H8NS and charge +1.

CARTESIAN COORDINATES (ANGSTROEM)
1 C -0.221 1.840 -0.362
2 C -0.355 -0.503 0.498
3 C 0.223 -1.621 -0.335
4 N 0.465 0.761 0.358
5 S -2.125 -0.116 -0.022
6 H -0.600 2.670 0.201
7 H -0.120 1.883 -1.431
8 H -0.396 -0.792 1.549
9 H -0.422 -2.493 -0.258
10 H 1.205 -1.916 0.031
11 H 0.281 -1.346 -1.386
12 H 1.339 0.527 -0.134
13 H 0.725 1.106 1.291

Output
HOMO level (alpha / beta) = -13.66 / -13.65 eV
HOMO-LUMO gap (alpha / beta) = 0.2414 / 0.2411 Ha
Total charge = +1
Lowest unoccupied orbital energy (alpha / beta) = -7.09 / -7.09 eV



## b
The following is a DFT calculation (ωB97M-V/def2-TZVPD) of an isolated ion of composition C3H8NS and charge +1.

CARTESIAN COORDINATES (ANGSTROEM)
1 C -0.241 1.591 0.315
2 C -0.667 0.137 0.360
3 N 0.156 -0.805 -0.501
4 C 0.968 -1.390 0.492
5 S -0.022 -0.808 1.959
6 H 0.874 1.621 0.066
7 H -0.460 2.217 1.224
8 H -0.625 2.264 -0.492
9 H -1.795 -0.005 0.319
10 H 0.577 -0.275 -1.232
11 H -0.366 -1.636 -0.983
12 H 0.964 -2.439 0.409
13 H 1.983 -0.998 0.778

Output
HOMO level = -13.75 eV
HOMO-LUMO gap = 0.3630 Ha
Total charge = +1
Lowest unoccupied orbital energy = -3.87 eV



b wins, 45.2 kcal/mol ahead of the next structure.



## a
The following is a DFT calculation (ωB97M-V/def2-TZVPD) of a 2-piece molecular cluster, C2H3NO3 overall.

CARTESIAN COORDINATES (ANGSTROEM)
1 C -0.199 1.159 1.323
2 C 0.322 0.105 1.684
3 N 0.364 -0.646 -1.415
4 O -0.957 -0.178 -1.353
5 O 1.103 0.000 -2.084
6 O 0.556 -1.629 -0.727
7 H -0.296 2.189 1.097
8 H -1.355 -0.085 -0.486
9 H 0.461 -0.916 1.962

Output
HOMO level (alpha / beta) = -7.61 / -11.08 eV
HOMO-LUMO gap (alpha / beta) = 0.3079 / 0.2642 Ha
Total charge = 0
Lowest unoccupied orbital energy (alpha / beta) = 0.77 / -3.89 eV
Multiplicity = 3



## b
The following is a DFT calculation (ωB97M-V/def2-TZVPD) of C2H3NO3 in the gas phase.

CARTESIAN COORDINATES (ANGSTROEM)
1 C -0.183 -1.690 -0.443
2 C -0.347 -0.199 -0.234
3 N 0.787 1.824 0.427
4 O 0.775 -2.369 -0.433
5 O -1.315 0.410 -0.404
6 O 0.924 0.439 0.369
7 H -1.112 -2.281 -0.667
8 H 0.563 1.987 1.437
9 H -0.091 1.878 -0.050

Output
HOMO level (alpha / beta) = -7.93 / -9.75 eV
HOMO-LUMO gap (alpha / beta) = 0.3192 / 0.2253 Ha
Total charge = 0
Lowest unoccupied orbital energy (alpha / beta) = 0.75 / -3.62 eV
Multiplicity = 3



b wins, 109.7 kcal/mol ahead of the next structure.



## a
The following is a DFT calculation (ωB97M-V/def2-TZVPD) of a 3-piece molecular cluster, C4H11N5 overall.

CARTESIAN COORDINATES (ANGSTROEM)
1 C 12.310 3.176 7.080
2 C 13.503 5.209 6.046
3 C -12.522 -3.045 -4.572
4 C -11.132 -3.626 -6.400
5 N 13.556 3.026 6.792
6 N 11.927 4.388 7.520
7 N 12.454 5.407 7.148
8 N 14.344 4.122 6.604
9 N -12.329 -3.710 -5.647
10 H 11.509 2.371 7.222
11 H 13.041 5.004 5.140
12 H 13.836 6.230 5.872
13 H 13.967 2.105 6.639
14 H -11.952 -2.230 -4.191
15 H -13.414 -3.122 -4.111
16 H -10.736 -4.547 -6.887
17 H -11.382 -3.156 -7.383
18 H -10.176 -3.247 -5.935
19 H 15.274 4.330 6.854
20 H -13.219 -4.888 -5.937

Output
HOMO level = -15.20 eV
HOMO-LUMO gap = 0.3155 Ha
Total charge = +2
Lowest unoccupied orbital energy = -6.61 eV



## b
The following is a DFT calculation (ωB97M-V/def2-TZVPD) of a 2-piece molecular cluster, C4H11N5 overall.

CARTESIAN COORDINATES (ANGSTROEM)
1 C 0.177 -1.694 1.487
2 C -0.539 3.915 -1.854
3 C 0.026 2.654 -1.956
4 C -0.665 1.436 -1.800
5 N 0.036 -0.808 0.431
6 N 0.613 -2.921 1.171
7 N -0.439 -1.442 2.698
8 N 1.336 -3.198 0.099
9 N -0.106 0.409 0.414
10 H -0.013 4.889 -1.830
11 H -1.672 4.120 -1.816
12 H 1.089 2.835 -2.091
13 H -0.096 0.459 -2.132
14 H -1.602 1.280 -1.478
15 H 0.394 -3.572 1.898
16 H -1.187 -0.754 2.795
17 H -0.020 -1.776 3.561
18 H 1.552 -2.491 -0.576
19 H 1.114 -4.108 -0.328
20 H 0.002 0.765 1.307

Output
HOMO level (alpha / beta) = -16.97 / -16.97 eV
HOMO-LUMO gap (alpha / beta) = 0.2735 / 0.2734 Ha
Total charge = +2
Lowest unoccupied orbital energy (alpha / beta) = -9.53 / -9.53 eV



a wins, 17.0 kcal/mol ahead of the next structure.



## a
The following is a DFT calculation (ωB97M-V/def2-TZVPD) of a 3-piece molecular cluster, C3H10OS overall.

CARTESIAN COORDINATES (ANGSTROEM)
1 C 1.398 -1.388 -1.142
2 C 1.652 0.039 -0.383
3 C 1.714 -0.930 0.629
4 S -1.457 -0.146 0.996
5 H 0.551 -2.097 -0.873
6 H 1.054 -0.945 -2.128
7 H 2.335 -1.887 -1.468
8 H 2.533 0.677 -0.698
9 H 0.666 0.491 -0.510
10 H 2.707 -1.088 1.131
11 H 0.864 -0.995 1.285
12 H -1.745 0.456 2.281
13 H -1.627 1.404 -0.396
14 H -2.161 2.630 -1.216
15 O -1.307 2.170 -0.996

Output
HOMO level = -6.98 eV
HOMO-LUMO gap = 0.1990 Ha
Total charge = 0
Lowest unoccupied orbital energy = -1.57 eV



## b
The following is a DFT calculation (ωB97M-V/def2-TZVPD) of a 2-piece molecular cluster, C3H10OS overall.

CARTESIAN COORDINATES (ANGSTROEM)
1 C -1.178 1.572 1.602
2 C -0.500 0.976 0.348
3 S 1.314 0.877 0.577
4 C 1.656 -0.212 -0.868
5 H -2.252 1.615 1.429
6 H -0.907 0.944 2.446
7 H -0.884 2.600 1.809
8 H -0.822 -0.060 0.320
9 H -0.709 1.578 -0.526
10 H 0.864 -0.097 -1.594
11 H 1.814 -1.233 -0.552
12 H 2.594 0.096 -1.325
13 O -0.359 -2.590 -1.429
14 H -0.558 -3.492 -1.712
15 H -0.073 -2.574 -0.527

Output
HOMO level = -8.40 eV
HOMO-LUMO gap = 0.3354 Ha
Total charge = 0
Lowest unoccupied orbital energy = 0.73 eV



## c
The following is a DFT calculation (ωB97M-V/def2-TZVPD) of a 2-piece molecular cluster, C3H10OS overall.

CARTESIAN COORDINATES (ANGSTROEM)
1 C 0.945 2.048 -0.974
2 S 1.513 1.611 0.679
3 C 1.822 -0.169 0.772
4 H 1.479 2.948 -1.268
5 H 1.082 1.249 -1.699
6 H -0.111 2.299 -0.981
7 H 2.845 -0.250 1.137
8 H 1.658 -0.689 -0.167
9 H 1.213 -0.521 1.540
10 C -2.416 -1.490 0.140
11 O -1.018 -1.702 -0.159
12 H -2.860 -0.764 -0.553
13 H -2.895 -2.449 -0.017
14 H -2.624 -1.095 1.135
15 H -0.633 -1.027 0.413

Output
HOMO level = -8.47 eV
HOMO-LUMO gap = 0.3414 Ha
Total charge = 0
Lowest unoccupied orbital energy = 0.82 eV



b wins, 17.6 kcal/mol ahead of the next structure.



## a
The following is a DFT calculation (ωB97M-V/def2-TZVPD) of H3NOS in the gas phase.

CARTESIAN COORDINATES (ANGSTROEM)
1 N -0.668 -0.661 -0.342
2 O 1.360 1.028 1.185
3 S 0.177 0.926 0.271
4 H -0.126 -1.475 -0.075
5 H -1.643 -0.749 -0.124
6 H 0.900 0.931 -0.915

Output
HOMO level = -9.54 eV
HOMO-LUMO gap = 0.3644 Ha
Total charge = 0
Lowest unoccupied orbital energy = 0.38 eV



## b
The following is a DFT calculation (ωB97M-V/def2-TZVPD) of a 2-piece molecular cluster, H3NOS overall.

CARTESIAN COORDINATES (ANGSTROEM)
1 N 1.246 0.346 0.509
2 O -1.163 0.649 -0.511
3 S -1.967 -0.410 0.115
4 H 1.457 1.294 0.211
5 H 1.683 -0.296 -0.143
6 H -1.255 -1.582 -0.182

Output
HOMO level (alpha / beta) = -9.24 / -10.32 eV
HOMO-LUMO gap (alpha / beta) = 0.3261 / 0.3399 Ha
Total charge = 0
Lowest unoccupied orbital energy (alpha / beta) = -0.36 / -1.07 eV



a wins, 41.2 kcal/mol ahead of the next structure.



## a
The following is a DFT calculation (ωB97M-V/def2-TZVPD) of a 2-piece molecular cluster, C15H18O overall.

CARTESIAN COORDINATES (ANGSTROEM)
1 C -1.262 3.967 0.177
2 C -0.904 2.431 0.211
3 C 0.463 2.004 0.112
4 C 1.173 1.979 -1.108
5 C 2.510 2.061 -0.925
6 C 3.085 2.195 0.322
7 O 4.259 2.840 0.551
8 C 2.431 1.836 1.474
9 C 1.006 1.681 1.419
10 H -0.149 4.458 0.195
11 H -1.742 4.097 1.200
12 H -1.877 4.259 -0.612
13 H -1.434 1.986 1.137
14 H -1.338 2.001 -0.589
15 H 0.563 2.302 -1.945
16 H 3.198 2.140 -1.807
17 H 4.708 2.972 -0.353
18 H 2.873 1.531 2.341
19 H 0.317 1.471 2.241
20 C -0.323 -4.473 -1.820
21 C -0.947 -3.709 -0.735
22 C -0.912 -2.303 -0.907
23 C -1.237 -1.467 0.115
24 C -1.940 -1.935 1.175
25 C -2.230 -3.295 1.217
26 C -1.571 -4.202 0.403
27 H 0.499 -4.066 -2.380
28 H -1.128 -4.903 -2.532
29 H 0.124 -5.324 -1.384
30 H -0.547 -1.956 -1.868
31 H -0.961 -0.475 -0.072
32 H -2.383 -1.305 1.993
33 H -2.838 -3.576 2.057
34 H -1.489 -5.224 0.697

Output
HOMO level = -7.97 eV
HOMO-LUMO gap = 0.3201 Ha
Total charge = 0
Lowest unoccupied orbital energy = 0.75 eV



## b
The following is a DFT calculation (ωB97M-V/def2-TZVPD) of a 2-piece molecular cluster, C15H18O overall.

CARTESIAN COORDINATES (ANGSTROEM)
1 C 1.238 0.250 -2.571
2 C 1.089 -0.884 -1.586
3 C 1.663 -0.690 -0.193
4 C 2.307 -1.741 0.466
5 C 2.893 -1.497 1.707
6 C 2.802 -0.256 2.318
7 O 3.363 -0.018 3.544
8 C 2.335 0.816 1.574
9 C 1.590 0.556 0.422
10 H 1.015 1.185 -2.065
11 H 0.602 0.035 -3.428
12 H 2.257 0.332 -2.955
13 H 0.026 -1.090 -1.436
14 H 1.344 -1.880 -1.968
15 H 2.170 -2.740 0.071
16 H 3.415 -2.324 2.175
17 H 3.444 -0.842 4.043
18 H 2.364 1.835 1.932
19 H 1.066 1.372 -0.051
20 C -3.372 2.089 -1.383
21 C -2.738 1.039 -0.524
22 C -2.895 -0.301 -0.864
23 C -2.327 -1.304 -0.106
24 C -1.649 -0.978 1.067
25 C -1.502 0.347 1.423
26 C -1.976 1.355 0.585
27 H -2.938 2.097 -2.364
28 H -3.361 3.075 -0.928
29 H -4.426 1.862 -1.574
30 H -3.338 -0.525 -1.824
31 H -2.435 -2.316 -0.432
32 H -1.230 -1.747 1.704
33 H -0.878 0.508 2.294
34 H -1.919 2.379 0.928

Output
HOMO level = -8.20 eV
HOMO-LUMO gap = 0.3323 Ha
Total charge = 0
Lowest unoccupied orbital energy = 0.85 eV



b wins, 66.0 kcal/mol ahead of the next structure.



## a
The following is a DFT calculation (ωB97M-V/def2-TZVPD) of C2H3N4 as an isolated structure.

CARTESIAN COORDINATES (ANGSTROEM)
1 C -2.561 0.696 -0.027
2 C -0.784 -0.939 -0.028
3 N -1.964 -1.141 0.018
4 N -3.065 -0.465 0.055
5 N -1.613 1.370 -0.005
6 N 0.500 -1.052 -0.027
7 H -1.437 2.322 0.230
8 H 1.269 -0.867 -0.681
9 H 0.806 -1.640 0.820

Output
HOMO level = -14.87 eV
HOMO-LUMO gap = 0.3277 Ha
Total charge = +1
Lowest unoccupied orbital energy = -5.95 eV



## b
The following is a DFT calculation (ωB97M-V/def2-TZVPD) of an isolated ion of composition C2H3N4 and charge +1.

CARTESIAN COORDINATES (ANGSTROEM)
1 C -1.054 3.154 1.958
2 C 0.333 0.682 0.341
3 N 0.889 1.724 0.961
4 N -0.444 2.296 1.292
5 N -0.974 1.202 0.642
6 N 0.790 -0.297 -0.325
7 H -1.999 1.337 0.218
8 H 1.819 -0.371 -0.533
9 H 0.103 -1.024 -0.598

Output
HOMO level = -15.47 eV
HOMO-LUMO gap = 0.2824 Ha
Total charge = +1
Lowest unoccupied orbital energy = -7.79 eV



a wins, 56.5 kcal/mol ahead of the next structure.